ORCA calculation (ωB97M-V/def2-TZVPD) on a 2-piece molecular cluster, C2H6N2S overall at a distorted geometry.

```
11
Properties=species:S:1:pos:R:3:forces:R:3
C -0.96538 0.00072 0.22045 -11.0490 4.4015 -3.4545
C 0.02771 -0.86025 -0.09445 5.7379 -1.5922 -2.1742
H 0.74276 1.55357 0.46006 -3.9959 -0.7449 -2.3630
H -1.36132 2.13109 -0.27706 0.6236 -2.0785 0.8801
H -2.52919 -1.39817 -0.22249 0.9978 2.0245 1.2252
H -0.07171 -1.38263 -1.04438 -0.0286 0.8990 -0.6827
H 0.07905 -1.68749 0.47118 0.3839 -2.7106 2.8351
H 1.74609 0.12768 1.38364 0.3433 -0.5633 -2.1440
N -0.70013 1.30791 -0.17028 3.3248 1.2759 2.8424
N -2.36922 -0.36255 0.09481 4.6785 -0.4426 0.4227
S 1.78161 -0.05028 -0.06242 -1.0163 -0.4688 2.6129
```
Forces are in eV/Å.

Summary:
Maximum force ... 12.4 eV/Å
Energy above the lowest of the compared OMol25 structures with the same formula, charge and spin ... 525.5 kJ/mol
Net charge ... 0
Orbital gap ... 8.52 eV
DFT total energy ... -15981.352 eV
Multiplicity ... 1